{"formula": "C4H7NO2S", "method": "ωB97M-V/def2-TZVPD", "species": ["S", "O", "O", "N", "C", "C", "C", "C", "H", "H", "H", "H", "H", "H", "H"], "coordinates": [[-2.196, -0.080, 0.301], [-0.826, -1.399, 0.378], [-2.509, 0.191, -1.099], [1.169, 0.021, 0.236], [1.474, -1.071, -0.700], [-0.928, 1.190, 0.812], [0.623, -1.361, 0.467], [0.230, 1.017, -0.160], [1.074, -1.904, 1.201], [1.013, -0.933, -1.790], [0.820, 2.005, -0.464], [-0.276, 0.869, -1.151], [-1.319, 2.176, 0.702], [2.276, -1.717, -0.653], [-0.624, 0.995, 1.922]], "nbo_charge": [1.497, -0.778, -0.868, -0.435, -0.269, -0.622, 0.236, -0.256, 0.180, 0.202, 0.218, 0.204, 0.239, 0.208, 0.246], "fmax_ev_per_a": 6.7, "lumo_energy_ev": 0.0, "de_lowest_kcal_mol": 118.5, "homo_lumo_gap_ha": 0.3174, "total_energy_ha": -759.88767, "charge": 0, "e_homo_ev": -8.648}